Record 1
Entry from the OMol25 dataset: 9 unconnected molecules or ions with the total composition C15H48O9 (wB97M-V/def2-TZVPD).

The geometry in XYZ format:
```
72
Properties=species:S:1:pos:R:3:mulliken_charge:R:1
H 6.290 16.614 25.028 0.010
O 5.517 21.791 25.355 -0.576
H 7.243 19.628 23.090 0.442
H 3.664 21.476 26.204 0.299
O 10.623 19.611 22.399 -0.506
C 9.823 15.219 24.278 0.137
C 6.655 17.398 25.625 -0.469
H 2.847 18.913 20.132 0.288
H 9.821 15.019 22.268 0.308
H 4.421 13.986 28.197 0.435
C 9.328 18.342 28.385 -0.830
H 11.139 21.582 23.199 0.280
H 6.467 12.099 23.769 0.353
H 4.600 20.188 26.735 0.046
H 9.460 17.306 28.136 0.319
C 1.101 20.753 21.205 -1.122
H 5.582 17.735 26.076 -0.266
O 4.388 15.986 27.421 -0.473
C 2.565 20.638 21.518 0.433
H 5.337 15.450 22.182 0.274
C 6.587 18.972 23.587 -1.947
H 4.186 12.607 22.785 0.324
H 5.602 13.153 24.786 0.219
H 4.672 16.460 28.136 0.257
H 4.276 14.248 26.244 -0.001
H 9.809 18.649 29.259 0.419
H 5.857 14.783 27.367 0.198
H 10.288 16.142 24.764 0.092
H 1.080 20.411 20.139 0.329
H 4.121 19.228 21.378 0.340
H 1.360 18.394 25.286 0.375
H 3.349 16.225 25.865 0.237
H 8.731 15.273 24.151 -0.269
C 4.701 14.564 27.427 -0.442
C 4.701 21.326 26.489 -0.418
C 11.028 20.542 23.447 -0.389
H 0.548 20.211 21.926 0.310
H 3.860 21.980 21.723 0.378
C 7.426 18.447 24.885 1.261
C 4.527 14.863 22.653 -0.790
H 2.119 17.717 26.837 0.177
H 5.738 19.584 23.840 0.271
H 7.193 17.097 26.485 0.381
O 9.568 18.934 27.231 -0.480
H 11.899 20.096 23.887 0.264
H 6.329 18.152 23.161 0.714
H 5.462 12.109 21.625 0.383
O 10.365 15.034 22.994 -0.557
H 10.546 19.111 27.281 0.312
H 9.915 14.298 25.001 0.254
C 4.970 13.402 22.758 0.432
H 8.561 18.239 24.668 -0.035
H 6.790 13.872 24.058 -0.071
H 8.490 18.733 28.906 0.241
H 4.469 15.192 23.596 0.015
O 3.320 21.565 21.006 -0.585
H 2.677 20.852 22.531 0.275
H 2.777 18.319 21.810 0.302
H 2.855 18.757 25.234 0.013
H 8.353 19.362 26.374 0.292
H 3.626 14.858 21.901 0.312
C 2.262 17.892 25.590 -0.372
H 10.189 20.710 24.284 0.063
H 0.972 21.917 21.427 0.227
C 3.145 19.183 21.254 -1.178
H 6.163 21.099 25.208 0.291
O 2.686 16.543 25.282 -0.485
C 6.002 13.092 23.835 -0.820
H 5.052 21.851 27.385 0.279
H 11.124 18.814 22.415 0.289
O 5.520 13.132 21.534 -0.547
O 7.565 19.563 25.694 -0.521
```

Summary:
Kohn-Sham gap (hartree): 0.354
ΔE to the lowest compared entry with this formula, charge and spin (eV): 13.211
Calculated total energy (eV): -34748.7694
Charge: 0
LUMO (eV): 0.0
2S+1: 1
SMILES: CC(C)O.CC(C)O.CC(C)O.CO.CO.CO.CO.CO.CO

=====

Record 2
Entry from the OMol25 dataset: a molecular structure, C15H4EuF5N4O4 (wB97M-V/def2-TZVPD).

The geometry in XYZ format:
```
33
Properties=species:S:1:pos:R:3:mulliken_charge:R:1
F 2.910 -2.086 1.307 -0.343
F 5.352 2.114 -1.158 -0.307
O -0.123 -0.413 -2.391 -0.669
C -0.929 -1.071 2.217 0.327
N -4.329 4.483 2.256 -0.554
F 2.644 2.043 -1.043 -0.370
O -0.279 -0.063 2.096 -0.541
C -2.255 -2.989 1.188 -0.686
H -3.307 -4.485 0.063 0.417
C -1.451 -1.872 1.066 0.513
O -1.316 -1.908 -3.588 -0.709
Eu 0.293 0.693 -0.470 1.250
H -2.544 -3.354 2.163 0.497
C -3.721 4.258 1.294 0.456
C 4.839 -0.995 0.625 -0.390
C 2.663 -0.027 0.133 -1.263
H -0.866 -0.980 4.070 0.371
C 3.455 -1.005 0.670 0.852
C -2.178 3.191 -0.003 0.460
C -0.925 -1.383 -2.554 0.431
F 5.588 -1.972 1.165 -0.305
C -1.446 -1.983 -1.236 0.389
C 4.731 1.085 -0.559 -0.430
F 6.820 0.103 -0.055 -0.337
N -3.093 4.083 0.147 -0.674
O -1.259 -1.585 3.418 -0.449
N -1.066 -1.391 -0.111 -0.034
C 3.352 0.983 -0.463 1.248
N -1.338 2.414 -0.243 -0.602
H -2.556 -3.549 -2.152 0.496
C 5.480 0.066 0.001 0.919
C -2.267 -3.108 -1.209 -0.741
C -2.671 -3.611 0.014 -0.222
```

Summary:
Kohn-Sham gap (spin up / spin down) (hartree): 0.209 / 0.278
ΔE to the lowest compared entry with this formula, charge and spin (eV): 0.000
Calculated total energy (eV): -62690.1999
Charge: -1
LUMO (spin up / spin down) (eV): 1.6 / 1.6
2S+1: 8

=====

Record 3
Entry from the OMol25 dataset: 10 unconnected molecules or ions with the total composition C15H50N8O10 (wB97M-V/def2-TZVPD).

The geometry in XYZ format:
```
83
Properties=species:S:1:pos:R:3:mulliken_charge:R:1
C -2.756 15.434 4.426 0.670
C -4.083 16.019 4.671 -1.531
O -3.890 11.576 -1.717 -0.726
H -3.670 14.926 -1.921 0.246
H -1.963 16.123 4.681 0.356
H -0.228 15.972 2.534 0.358
H -2.686 15.040 3.424 -0.229
H 1.051 10.361 1.694 0.246
O -1.431 8.083 0.128 -0.831
H -5.805 14.227 -1.288 0.249
N -1.846 9.014 -1.835 -0.317
H 1.967 12.935 5.697 0.235
O -6.285 15.938 -1.248 -0.632
N -3.160 9.679 -0.143 0.147
H -5.026 12.139 3.479 -0.291
H -5.326 16.887 1.776 0.150
C -6.689 10.258 0.141 -0.983
N -5.486 13.282 -1.483 -0.201
H -5.530 17.810 -0.638 0.462
O -2.470 14.356 5.345 -0.504
H -4.325 16.882 4.041 0.365
H -2.596 12.898 2.349 -0.048
H -0.919 14.357 -0.030 -0.356
O -0.581 11.511 6.754 -0.667
C -3.684 11.577 5.069 0.669
N -0.514 11.343 -0.792 -0.302
H -0.908 11.947 4.258 -0.022
H -2.967 12.123 4.468 -0.785
N 1.153 13.001 6.370 -0.455
H 0.934 15.233 1.591 0.418
H -4.827 15.304 4.471 0.263
H -6.686 10.752 -0.846 0.414
H -0.375 16.032 -0.344 0.458
H -4.497 16.461 -0.308 -0.071
H -2.537 9.499 -2.472 0.201
O -7.113 10.451 2.485 -0.541
O -4.074 13.748 1.299 0.244
H -6.317 9.957 2.759 0.338
H -5.191 13.042 4.967 0.169
C -0.152 15.264 1.722 -0.890
C -4.290 12.903 -1.821 0.146
H -2.483 13.679 -2.291 0.230
H -0.696 12.259 -1.260 0.100
H -6.924 17.281 1.108 0.416
N -0.210 12.585 4.702 -0.242
H -3.381 9.494 0.871 0.071
C 0.121 12.346 5.939 0.814
H -6.136 15.585 1.383 0.153
H -4.495 13.502 0.463 -0.007
N -3.484 13.896 -2.081 -0.142
H -4.172 16.491 5.644 0.396
H -7.821 11.798 1.120 0.218
O -2.222 15.828 0.736 -0.569
H -6.017 11.748 1.379 -0.207
C -5.063 12.036 4.578 -0.417
H -2.881 10.123 4.083 0.356
H -6.119 12.522 -1.255 -0.012
C -6.888 11.152 1.297 0.511
H -1.153 10.625 -1.048 0.500
H -7.411 9.426 0.149 0.336
H -1.598 14.055 5.165 0.270
H -3.717 10.347 -0.663 0.332
C -3.088 12.766 1.422 -0.635
H -0.007 9.440 0.530 0.229
H -5.813 9.646 0.161 0.064
H -0.361 14.297 2.106 -0.051
H -2.431 12.647 0.543 0.400
H 1.446 13.030 7.376 0.270
C -2.219 8.901 -0.601 -0.046
N 0.405 10.290 0.872 -0.246
H -1.227 8.345 -2.272 0.225
H -3.532 11.784 1.513 0.108
C 0.235 11.402 0.228 0.605
H -3.483 11.789 6.090 0.411
H 0.361 13.066 4.012 0.137
H -7.138 16.323 -1.441 0.290
H -5.827 11.373 5.043 0.371
C -6.084 16.584 1.045 -0.791
C -0.899 15.371 0.384 0.379
H -2.838 15.109 0.695 0.070
C -5.532 16.750 -0.329 -0.019
O -3.561 10.180 4.719 -0.582
O 0.730 12.617 0.632 -0.725
```

Summary:
Kohn-Sham gap (hartree): 0.338
ΔE to the lowest compared entry with this formula, charge and spin (eV): 0.000
Calculated total energy (eV): -48759.8210
Charge: 0
LUMO (eV): 0.0
2S+1: 1
SMILES: NC(N)=O.NC(N)=O.NC(N)=O.NC(N)=O.CCO.CCO.CCO.CCO.CCO.CO

=====

Record 4
Entry from the OMol25 dataset: a molecular structure, C15H55HgO15 (wB97M-V/def2-TZVPD).

The geometry in XYZ format:
```
86
Properties=species:S:1:pos:R:3:mulliken_charge:R:1
Hg 5.281 -28.965 -0.608 2.537
C 2.758 -28.257 -4.066 -1.796
H 6.972 -31.647 1.344 0.115
H 7.733 -28.069 4.964 0.296
C 8.131 -28.715 -2.302 -0.795
H 5.750 -34.315 1.538 0.328
H 7.474 -29.339 -2.908 0.048
O 4.317 -27.773 1.168 0.469
O 7.763 -28.795 -0.967 -0.217
H 6.994 -26.414 2.787 0.149
H 4.191 -30.088 3.034 -0.038
H 3.033 -24.589 -3.034 0.274
O 0.965 -26.961 -1.375 -0.500
H 2.309 -29.502 1.245 0.067
O 4.876 -28.869 -3.122 -0.088
H 3.549 -29.880 4.698 0.415
H 4.332 -31.308 0.999 -0.233
H 7.356 -30.912 2.834 0.355
H 4.430 -28.013 2.091 -0.255
H 6.993 -26.175 0.637 -0.266
H 5.876 -30.937 -5.577 0.183
C 3.996 -24.231 -2.668 -0.587
H 3.143 -26.632 -0.066 -0.018
C 7.778 -27.119 4.431 -0.949
H -0.972 -27.458 -0.622 0.337
H 10.445 -28.129 0.506 0.264
H 4.919 -25.024 -4.155 0.287
H 8.407 -30.687 1.459 0.254
H 4.465 -27.780 4.728 0.278
H 9.820 -28.607 3.272 0.163
O 3.234 -28.545 -1.815 -0.339
H -0.014 -28.796 -1.206 0.217
H 6.899 -31.733 -1.257 0.196
C 10.447 -28.555 2.382 -0.827
H 4.486 -33.881 0.449 0.246
H 9.120 -29.079 -2.580 0.516
O 6.142 -31.159 -1.396 -0.398
C 6.025 -30.022 -6.151 -0.648
H 4.172 -34.693 1.926 0.372
H 7.139 -26.363 4.888 0.352
H 5.808 -24.954 0.021 0.334
H 2.488 -29.130 -4.662 0.387
H 6.673 -30.324 -6.974 0.344
H 8.584 -28.877 -0.477 0.154
O 3.914 -30.599 0.504 0.340
O 6.523 -29.621 1.408 1.146
H 4.110 -23.181 -2.937 0.310
H 4.581 -32.537 -1.470 -0.012
H 5.222 -29.971 4.556 0.274
H 3.406 -25.917 1.575 0.398
H 2.283 -31.185 1.625 0.340
C 2.540 -30.483 0.832 -0.687
H 1.724 -27.526 -1.540 0.210
H 1.839 -30.686 0.022 0.218
H 7.303 -25.255 -0.791 0.354
H 6.879 -28.897 1.929 -0.514
H 11.029 -27.641 2.501 0.411
H 4.986 -29.910 -6.462 0.255
C 4.349 -29.620 4.006 -0.465
C 6.504 -25.752 -0.240 -0.506
H 2.371 -27.283 1.425 0.245
H 6.120 -28.957 -4.615 0.304
H 3.966 -24.312 -1.581 0.197
H 0.463 -28.032 0.279 0.082
O 9.873 -28.636 1.087 -0.411
O 4.665 -32.650 2.175 -0.425
C 3.682 -28.564 -2.945 -0.011
O 7.340 -27.261 3.076 -0.302
H 1.821 -27.740 -3.857 0.373
O 5.873 -26.628 -1.127 0.062
O 6.632 -28.942 -5.426 -0.506
C 3.267 -26.832 0.998 -0.639
H 11.180 -29.350 2.520 0.329
H 8.784 -26.700 4.391 0.315
C 4.754 -33.873 1.505 -0.816
C 0.050 -27.828 -0.709 -0.462
O 4.285 -28.214 3.891 -0.560
C 7.361 -30.718 1.762 -1.066
H 8.065 -27.701 -2.696 0.247
C 5.153 -31.888 -2.133 -0.536
H 5.712 -32.545 -2.800 0.505
H 5.572 -26.078 -1.854 -0.133
O 5.073 -24.960 -3.210 -0.538
H 3.207 -27.602 -4.813 0.353
H 4.957 -32.796 3.078 0.261
H 4.412 -31.326 -2.701 0.078
```

Summary:
Kohn-Sham gap (hartree): 0.349
ΔE to the lowest compared entry with this formula, charge and spin (eV): 0.055
Calculated total energy (eV): -51323.7021
Charge: +1
LUMO (eV): -2.0
2S+1: 1